1.
DFT (ωB97M-V/def2-TZVPD) results for C2H3NiO3 as an isolated structure.

Values from the calculation:
Gap between HOMO and LUMO (spin up / spin down) (eV): 9.85 / 8.53
Expectation value of S²: 2.01
Relative energy (zero: lowest compared OMol25 entry of this formula, charge and spin) (kcal/mol): 47.3
Total charge: +1
2S+1: 3
M (g mol⁻¹): 133.736

Cartesian coordinates (Å):
Ni 0.781 -0.083 -0.287
O -2.373 -0.858 -0.153
O -0.678 -0.896 -1.264
O 2.389 0.792 0.032
C -1.149 -0.501 -0.044
C 2.860 1.462 0.935
H 3.927 1.734 0.916
H -2.073 -1.281 -1.342
H 2.247 1.770 1.799

Atomic partial charges in e from the natural (NBO) method, atoms 1 to 5: number 1, Ni, carries 1.387; number 2, O, carries -0.594; number 3, O, carries -0.820; number 4, O, carries -0.666; number 5, C, carries 0.384



2.
DFT (ωB97M-V/def2-TZVPD) results for a 2-piece molecular cluster, C4H7NO overall.

Values from the calculation:
Gap between HOMO and LUMO (eV): 9.45
Relative energy (zero: lowest compared OMol25 entry of this formula, charge and spin) (kcal/mol): 97.1
Total charge: 0
2S+1: 1
M (g mol⁻¹): 85.106

Cartesian coordinates (Å):
O 1.633 -0.806 -0.293
N -0.670 1.720 1.035
C -2.240 -0.248 0.318
C -1.364 0.853 0.711
C 2.147 0.528 -0.108
C 0.601 -0.927 -1.070
H -2.970 0.099 -0.417
H -1.643 -1.037 -0.145
H 1.404 1.256 -0.433
H 3.065 0.600 -0.695
H 0.434 -2.036 -1.049
H 2.367 0.642 0.954
H -2.763 -0.643 1.192

Atomic partial charges in e from the natural (NBO) method, atoms 1 to 5: number 1, O, carries -0.471; number 2, N, carries -0.359; number 3, C, carries -0.721; number 4, C, carries 0.308; number 5, C, carries -0.262



3.
DFT (ωB97M-V/def2-TZVPD) results for the molecule C3H8O.

Values from the calculation:
Gap between HOMO and LUMO (eV): 9.77
Relative energy (zero: lowest compared OMol25 entry of this formula, charge and spin) (kcal/mol): 78.6
Total charge: 0
SMILES string: CC(C)O
2S+1: 1
M (g mol⁻¹): 60.096

Cartesian coordinates (Å):
O 1.266 -0.534 -1.014
C -1.161 -0.497 -0.690
C 0.145 0.157 -0.620
C 0.523 0.605 1.184
H 1.479 1.117 1.097
H 0.168 1.154 -1.052
H 1.123 -1.474 -0.857
H -1.815 -0.167 -1.488
H -1.016 0.199 0.395
H -1.198 -1.533 -0.366
H 0.660 -0.319 1.746
H -0.176 1.291 1.667

Atomic partial charges in e from the natural (NBO) method, atoms 1 to 5: number 1, O, carries -0.702; number 2, C, carries -0.740; number 3, C, carries 0.144; number 4, C, carries -0.739; number 5, H, carries 0.216



4.
DFT (ωB97M-V/def2-TZVPD) results for C2H2AgCaO2 as an isolated structure.

Values from the calculation:
Gap between HOMO and LUMO (spin up / spin down) (eV): 5.56 / 5.56
Relative energy (zero: lowest compared OMol25 entry of this formula, charge and spin) (kcal/mol): 0.0
Total charge: +1
2S+1: 1
M (g mol⁻¹): 205.982

Cartesian coordinates (Å):
Ag 1.798 -2.148 1.236
Ca 4.176 -1.560 -1.000
O -1.320 1.233 -1.671
O -0.354 -0.883 0.111
C -0.571 0.418 0.417
C -1.463 1.157 -0.337
H 0.164 0.945 1.041
H -2.431 0.837 0.205

Atomic partial charges in e from the natural (NBO) method, atoms 1 to 5: number 1, Ag, carries 0.184; number 2, Ca, carries 0.809; number 3, O, carries -0.392; number 4, O, carries -0.537; number 5, C, carries 0.318



Which formula does entry 3 have?
C3H8O